The following is a quantum chemistry calculation of C5H3NO in the gas phase, from the OMol25 dataset.

Positions of all 10 atoms, in Å:
1 C 2.5417 0.2074 0.0675
2 C 1.3426 0.2848 0.1308
3 C -0.0692 0.1329 0.0907
4 C -1.1010 1.0167 0.0505
5 O -2.2556 0.3632 -0.1003
6 N -2.0169 -0.9923 -0.1683
7 C -0.7277 -1.1253 -0.0542
8 H 3.5823 0.0486 -0.0877
9 H -1.1637 2.0940 0.1060
10 H -0.2637 -2.1031 -0.0810

Values from the calculation:
net charge: 0
electronic energy: -322.202675 hartree
ΔE to the lowest compared entry with this formula, charge and spin: 2.425 eV
HOMO level: -9.5 eV
LUMO: 0.0333 hartree

The following is a quantum chemistry calculation of C5H3NO in the gas phase, from the OMol25 dataset.

Positions of all 10 atoms, in Å:
1 N 3.0442 -0.8894 0.0117
2 C 2.0042 -0.3764 -0.0472
3 C 0.6497 0.0815 -0.0685
4 C 0.0527 1.2359 0.3403
5 O -1.2893 1.0919 0.3216
6 C -1.5614 -0.1743 -0.0924
7 C -0.4172 -0.8257 -0.3761
8 H 0.4002 2.1789 0.7431
9 H -2.5936 -0.4953 -0.0802
10 H -0.2894 -1.8272 -0.7525

Values from the calculation:
net charge: 0
electronic energy: -322.287405 hartree
ΔE to the lowest compared entry with this formula, charge and spin: 0.119 eV
HOMO level: -9.7 eV
LUMO: 0.0288 hartree

The following is a quantum chemistry calculation of a molecular structure, C5H3NO2S, from the OMol25 dataset.

Positions of all 12 atoms, in Å:
1 C 0.8876 0.6548 0.9424
2 C -1.2352 0.5923 -0.2635
3 C 1.1620 -0.6028 0.4539
4 C -1.1476 -0.5243 -0.9976
5 C -0.3816 1.2702 0.6878
6 N 0.4740 -1.2605 -0.4850
7 O -1.7246 -1.1851 -1.8187
8 O -0.8051 2.4069 1.1206
9 S 1.2297 -2.6337 -1.2861
10 H 1.5989 1.0846 1.5277
11 H -2.1561 1.1591 -0.6658
12 H 2.0979 -0.9615 0.7842

Values from the calculation:
net charge: -2
electronic energy: -795.684677 hartree
ΔE to the lowest compared entry with this formula, charge and spin: 0.000 eV
HOMO level: 1.2 eV
LUMO: 0.2254 hartree